Here is an isolated molecule of C4H5Cl4NOS at a distorted geometry from OMol25. Energies are from ωB97M-V with the def2-TZVPD basis set.

The geometry in XYZ format:
```
16
Properties=species:S:1:pos:R:3
C 0.916 -0.954 0.868
C 0.268 -1.953 0.032
C -1.898 0.913 -0.365
C 1.260 0.893 -0.826
N 0.650 0.386 0.461
O -1.324 0.469 2.093
S -0.691 1.221 0.984
Cl 0.984 -2.232 -1.513
Cl -1.369 -2.387 0.184
Cl -2.099 2.204 -1.521
Cl -3.358 0.171 0.135
H 0.748 -1.171 1.959
H 1.954 -1.008 0.927
H 2.260 1.364 -0.823
H 1.027 0.212 -1.563
H 0.670 1.872 -1.032
```

Properties
Total energy, Eh: -2524.1836
Total charge: 0
2S+1: 3
HOMO (spin up / spin down), eV: -8.12 / -9.39
HOMO-LUMO gap (spin up / spin down), eV: 8.62 / 8.13